Formula: C15H26O6
Source: OMol25
Level of theory: wB97M-V/def2-TZVPD

The geometry in XYZ format:
```
47
Properties=species:S:1:pos:R:3:lowdin_charge:R:1
O -1.937 0.204 -2.345 0.014
O 0.296 -0.060 -0.657 0.038
O -3.909 0.435 -1.301 0.117
O -1.099 2.426 2.299 0.128
O 1.932 1.201 0.224 0.113
O -0.970 0.217 1.943 0.022
C -1.399 1.327 -1.665 -0.077
C 2.430 -1.025 -0.571 -0.096
C 0.990 2.008 4.332 -0.245
C -0.766 1.333 2.666 -0.490
C 1.563 0.176 -0.283 -0.471
C -3.196 -0.161 -2.065 -0.503
C 2.248 1.758 3.510 -0.094
C -3.574 -1.416 -2.808 -0.096
C -0.118 1.009 3.990 -0.100
C -0.688 0.934 -0.366 -0.227
C -1.639 0.377 0.699 -0.089
C -3.218 -2.650 -1.963 -0.234
C 3.845 -0.613 -0.975 -0.247
C 3.864 0.059 -2.342 -0.100
C -1.717 -2.907 -1.911 -0.096
H 3.262 0.964 -2.326 0.073
H -1.505 -3.764 -1.276 0.074
H -4.650 -1.393 -2.984 0.124
H -0.183 1.822 0.036 0.152
H -3.040 -1.452 -3.757 0.123
H -2.489 1.056 0.816 0.140
H -3.717 -3.518 -2.397 0.107
H -0.678 1.770 -2.354 0.144
H -1.180 -2.047 -1.521 0.050
H 4.880 0.329 -2.618 0.071
H 3.466 -0.609 -3.104 0.074
H 1.952 -1.626 -1.346 0.122
H 2.462 -1.615 0.348 0.132
H 3.012 2.491 3.758 0.072
H 4.234 0.078 -0.225 0.109
H -0.908 1.065 4.744 0.129
H -1.984 -0.621 0.425 0.136
H -2.197 2.041 -1.435 0.143
H 0.617 3.015 4.139 0.108
H 0.262 -0.012 3.960 0.121
H 2.039 1.830 2.446 0.050
H 2.646 0.766 3.715 0.076
H -1.337 -3.119 -2.909 0.080
H 1.226 1.929 5.395 0.105
H -3.612 -2.513 -0.953 0.112
H 4.484 -1.498 -0.990 0.107
```

Calculated values
**Energy**: -1038.6579 Eh
**HOMO level**: -10.39 eV
**Strongest force on any atom**: 0.68 eV Å⁻¹
**HOMO-LUMO gap**: 11.2 eV
**Multiplicity**: 1
**Charge**: 0
**Relative energy (zero: lowest compared OMol25 entry of this formula, charge and spin)**: 0.001 eV
**LUMO energy**: 0.8 eV
**SMILES string**: CCCC(=O)OCC(COC(=O)CCC)OC(=O)CCC